{"formula": "C35H33FN6O8Ti", "method": "ωB97M-V/def2-TZVPD", "elements": ["Ti", "F", "O", "O", "O", "O", "O", "O", "O", "O", "N", "N", "N", "N", "N", "N", "C", "C", "C", "C", "C", "C", "C", "C", "C", "C", "C", "C", "C", "C", "C", "C", "C", "C", "C", "C", "C", "C", "C", "C", "C", "C", "C", "C", "C", "C", "C", "C", "C", "C", "C", "H", "H", "H", "H", "H", "H", "H", "H", "H", "H", "H", "H", "H", "H", "H", "H", "H", "H", "H", "H", "H", "H", "H", "H", "H", "H", "H", "H", "H", "H", "H", "H", "H"], "coordinates": [[0.47, -0.12, 0.70], [-4.22, -1.78, 5.24], [1.06, -3.77, -0.95], [2.10, -0.79, 1.77], [1.28, 3.80, 1.42], [0.56, -1.59, -0.61], [-0.95, -1.07, 1.60], [-1.41, 5.86, -2.54], [-2.43, 4.41, -3.96], [0.91, 1.59, 1.58], [-4.64, -4.52, 5.48], [-0.32, 1.41, -0.62], [3.74, 1.58, 3.71], [-1.28, -5.17, 2.01], [-5.76, -4.07, 8.06], [3.51, 0.94, 2.52], [6.47, 1.95, 0.57], [-1.00, 1.20, -1.76], [3.94, 3.03, 3.68], [-0.17, -7.43, 1.98], [-0.52, -4.62, 1.05], [-1.74, 4.74, -2.98], [2.93, 1.50, 6.04], [3.86, 1.14, 0.14], [-3.51, -2.60, 4.42], [5.67, 1.62, 1.65], [-5.97, -3.98, 5.60], [-2.66, -2.07, 3.51], [-0.36, -3.27, 0.84], [-1.20, 3.56, -2.15], [0.52, -2.88, -0.35], [4.67, 1.45, -0.94], [-2.03, -4.33, 2.84], [2.32, -0.09, 4.09], [2.99, 0.96, 4.66], [-2.94, -4.84, 3.78], [-1.40, -6.61, 2.11], [-6.20, -3.22, 6.89], [-0.04, 2.69, -0.25], [-3.70, -3.99, 4.57], [5.97, 1.87, -0.72], [-1.46, 2.24, -2.53], [0.78, 2.79, 1.01], [-0.45, 3.77, -0.99], [2.62, -0.07, 2.71], [-0.83, -7.30, 3.31], [-4.33, -4.51, 7.91], [-4.21, -5.30, 6.61], [4.36, 1.23, 1.42], [-1.04, -2.37, 1.69], [-1.90, -2.94, 2.69], [-0.33, -6.67, 4.04], [4.81, 3.30, 4.29], [-4.81, -6.21, 6.69], [-0.26, -8.37, 1.44], [-5.61, -2.30, 6.95], [6.06, 1.66, 2.66], [-6.36, -4.90, 8.12], [0.01, -5.29, 0.39], [-3.73, -3.61, 7.89], [4.28, 1.38, -1.94], [-2.55, -1.00, 3.41], [-0.22, 4.79, -0.69], [-3.10, -5.91, 3.86], [-3.17, -5.61, 6.48], [-1.16, 0.16, -2.03], [2.37, 0.82, 6.68], [-5.89, -3.56, 8.93], [2.43, 2.47, 6.05], [-7.25, -2.98, 7.04], [-6.19, -3.33, 4.76], [6.61, 2.13, -1.56], [-2.32, -6.99, 1.68], [-4.07, -5.11, 8.79], [-2.03, 2.08, -3.44], [-1.38, -8.14, 3.72], [-6.69, -4.82, 5.55], [2.86, 0.77, 0.02], [0.78, -6.92, 1.84], [4.11, 3.34, 2.66], [1.66, -0.78, 4.58], [3.05, 3.54, 4.04], [7.49, 2.26, 0.75], [3.93, 1.63, 6.45]], "mulliken_charge": [1.0867, -0.3242, -0.6761, -0.6545, -0.6659, -0.6327, -1.0249, -0.7080, -0.7166, -0.5682, 0.2390, 0.1260, -0.1133, 0.2754, -0.1393, 0.7992, -0.6483, -0.1595, -1.1881, -0.9777, -0.5304, 0.4485, -1.4911, 0.0825, 0.2930, -0.1745, -0.7824, -0.8699, -0.0362, 0.2641, 0.2143, -1.0444, 0.0339, -1.4110, 0.8469, -1.1762, -0.3215, -0.6682, 0.6702, -0.3213, -0.5381, -0.9245, 0.1406, -0.7771, 0.7695, -0.4057, -0.7249, -0.6910, 0.4132, 1.3133, 0.7921, 0.2289, 0.2967, 0.3438, 0.2626, 0.4293, 0.4950, 0.3808, 0.8021, 0.3477, 0.4613, 0.6672, 0.6205, 0.6711, 0.4334, 0.5244, 0.3809, 0.3507, 0.3354, 0.3663, 0.4371, 0.4040, 0.4534, 0.4149, 0.4999, 0.3077, 0.3482, 0.4604, 0.3586, 0.5000, 0.5299, 0.4231, 0.4069, 0.3351], "charge": 1, "multiplicity": 2, "s_squared": 0.753, "gap_ev": [4.50, 4.48]}

{"formula": "C35H33GeN7PbS", "method": "ωB97M-V/def2-TZVPD", "elements": ["Pb", "Ge", "S", "N", "N", "N", "N", "N", "N", "N", "C", "C", "C", "C", "C", "C", "C", "C", "C", "C", "C", "C", "C", "C", "C", "C", "C", "C", "C", "C", "C", "C", "C", "C", "C", "C", "C", "C", "C", "C", "C", "C", "C", "C", "C", "H", "H", "H", "H", "H", "H", "H", "H", "H", "H", "H", "H", "H", "H", "H", "H", "H", "H", "H", "H", "H", "H", "H", "H", "H", "H", "H", "H", "H", "H", "H", "H", "H"], "coordinates": [[-0.44, -1.21, 0.05], [1.67, 3.07, -2.41], [0.19, 0.29, 2.23], [-2.49, -1.62, 1.37], [0.82, -1.73, 4.23], [1.81, -1.59, 3.35], [-0.57, -0.75, -2.51], [-2.11, 0.32, -0.53], [2.69, -0.73, 1.45], [2.35, -0.26, 0.37], [-5.18, 1.51, 1.34], [-1.31, 0.86, -4.13], [3.90, 0.41, -2.90], [4.57, -0.89, -0.56], [-4.13, 1.47, 0.39], [-4.48, -1.56, 3.26], [1.44, 4.11, -0.79], [-1.96, 2.09, -4.40], [1.62, -0.74, 2.40], [1.66, 1.14, -1.97], [-1.29, 0.35, -2.82], [-2.47, 2.27, -2.03], [1.69, -4.84, 6.03], [-2.59, -2.58, 2.26], [-0.41, -4.01, 6.83], [-2.00, 1.00, -1.73], [1.79, -3.78, 5.14], [-4.40, -0.52, 2.31], [5.12, -0.23, -2.80], [-3.35, -0.57, 1.36], [0.78, -2.82, 5.11], [-2.47, 2.79, -3.35], [5.47, -0.88, -1.61], [3.34, -0.24, -0.67], [2.99, 0.43, -1.84], [0.59, -4.97, 6.88], [0.08, -1.00, -4.79], [-0.62, 0.13, -5.12], [0.09, -1.39, -3.44], [3.28, 3.67, -3.32], [-3.17, 0.47, 0.36], [0.12, 3.30, -3.57], [-3.59, -2.59, 3.24], [-0.31, -2.94, 5.96], [-5.32, 0.56, 2.30], [0.52, -5.81, 7.56], [3.29, 4.76, -3.32], [-6.11, 0.60, 3.04], [-4.12, 2.25, -0.34], [-5.27, -1.52, 4.00], [-1.85, -3.37, 2.21], [1.09, 1.06, -1.05], [0.68, -2.25, -3.11], [-1.26, -4.09, 7.49], [1.06, 0.68, -2.77], [-0.79, 3.00, -3.04], [4.80, -1.40, 0.37], [2.48, -5.59, 6.05], [4.17, 3.32, -2.80], [3.63, 0.90, -3.83], [-0.64, 0.49, -6.14], [-1.99, 2.48, -5.41], [3.31, 3.32, -4.35], [-2.90, 3.77, -3.52], [5.81, -0.23, -3.64], [0.63, -1.56, -5.53], [1.34, 5.16, -1.04], [2.31, 3.99, -0.13], [-1.09, -2.18, 5.93], [2.64, -3.68, 4.48], [0.01, 4.33, -3.90], [0.55, 3.79, -0.24], [6.42, -1.38, -1.52], [-3.63, -3.40, 3.96], [-2.82, 2.92, -1.25], [-5.87, 2.34, 1.30], [-0.02, -1.19, 4.06], [0.22, 2.66, -4.45]], "mulliken_charge": [0.8060, 0.5870, -0.4828, -0.2811, 0.2757, -0.6894, -0.3117, 0.0779, -0.9668, 1.0461, -1.2913, 1.4636, -0.4432, -0.4261, -0.7537, -0.5946, -1.2758, -0.8570, 0.2347, 1.1474, 0.4575, -0.4150, -0.4514, -0.3167, -0.5565, -0.0890, -0.4101, 1.4052, -0.8008, 0.3599, 0.3609, -0.9669, -0.5858, -0.0827, 0.2635, -0.5269, -0.8048, -0.5389, -0.3389, -1.3657, 0.4209, -0.0985, -0.7130, -0.2983, -0.9575, 0.3765, 0.3800, 0.3895, 0.2979, 0.4078, 0.4511, -0.0789, 0.4500, 0.3465, -1.0414, -0.9386, 0.4766, 0.3494, 0.3914, 0.4105, 0.4563, 0.3395, 0.3587, 0.3362, 0.4076, 0.4326, 0.3804, 0.3778, 0.4235, 0.4215, 0.4041, 0.3616, 0.3879, 0.4373, 0.5365, 0.3699, 0.1822, 0.5032], "multiplicity": 1, "gap_ev": 6.72}

{"formula": "C35H33N2O7S4SbTeTi", "method": "ωB97M-V/def2-TZVPD", "elements": ["Te", "Sb", "Ti", "S", "S", "S", "S", "O", "O", "O", "O", "O", "O", "O", "N", "N", "C", "C", "C", "C", "C", "C", "C", "C", "C", "C", "C", "C", "C", "C", "C", "C", "C", "C", "C", "C", "C", "C", "C", "C", "C", "C", "C", "C", "C", "C", "C", "C", "C", "C", "C", "H", "H", "H", "H", "H", "H", "H", "H", "H", "H", "H", "H", "H", "H", "H", "H", "H", "H", "H", "H", "H", "H", "H", "H", "H", "H", "H", "H", "H", "H", "H", "H", "H"], "coordinates": [[-1.84, 3.76, 2.31], [-2.13, -0.40, 4.96], [-0.47, -1.04, 1.63], [-2.29, -2.67, 4.67], [-0.41, 0.54, 3.23], [-3.94, 0.78, 4.17], [-1.13, 0.32, 6.86], [0.70, -2.09, 2.72], [0.91, -0.72, 0.41], [3.69, -2.60, -1.57], [-1.34, -2.08, -1.28], [-2.26, -1.64, 1.56], [-3.70, -2.57, 0.13], [2.01, -3.73, 3.50], [-1.43, 0.62, 0.31], [-0.63, -3.71, 1.05], [4.58, -2.49, 2.53], [2.27, -0.74, -1.50], [1.99, 4.14, -0.75], [3.25, -1.69, -0.89], [0.05, 5.11, 0.29], [-3.03, 2.53, 1.01], [3.70, -1.51, 0.52], [0.21, 0.56, -1.48], [1.78, 2.97, -0.02], [0.49, 0.93, -2.79], [0.71, 2.88, 0.87], [1.08, -3.33, 2.83], [-2.06, -3.94, 1.27], [-0.18, 3.95, 1.01], [-1.92, 1.91, -1.68], [-2.72, 1.05, 0.89], [1.62, 0.50, -3.48], [-3.10, 1.40, -2.21], [-3.59, 3.53, -3.20], [-1.12, -3.47, -1.38], [1.13, 5.21, -0.58], [-2.78, -2.65, 0.93], [4.22, -2.60, 1.20], [-1.05, 1.01, -0.85], [-0.20, -4.02, -0.30], [4.44, -1.28, 3.18], [0.23, -4.33, 2.05], [1.12, -0.30, -0.82], [-3.93, 2.21, -2.97], [3.96, -0.17, 2.51], [1.87, 0.93, -4.90], [-1.56, 3.23, -1.94], [-2.40, 4.04, -2.69], [2.49, -0.35, -2.82], [3.58, -0.28, 1.18], [-3.36, 0.37, -2.02], [-2.23, -4.10, 2.34], [-2.08, -4.00, -1.34], [-2.45, -4.78, 0.69], [-2.26, -1.95, -1.01], [-2.13, 5.07, -2.87], [-0.67, -3.69, -2.35], [2.76, 0.45, -5.30], [-3.52, 0.58, 0.30], [-0.15, -5.11, -0.46], [1.28, 6.13, -1.15], [0.91, -5.05, 1.59], [1.03, 0.67, -5.55], [3.17, 0.57, 0.66], [-3.13, 3.07, 0.07], [-0.20, 1.57, -3.32], [-4.25, 4.17, -3.78], [-0.64, 3.63, -1.54], [-2.80, 0.62, 1.88], [0.81, -3.62, -0.43], [3.82, 0.77, 3.03], [2.82, 4.21, -1.44], [4.67, -1.21, 4.24], [2.45, 2.13, -0.14], [-3.99, 2.58, 1.53], [-4.85, 1.80, -3.37], [-0.64, 5.94, 0.39], [3.37, -0.74, -3.32], [4.29, -3.55, 0.67], [0.56, 1.98, 1.44], [4.92, -3.37, 3.07], [2.01, 2.01, -4.97], [-0.36, -4.86, 2.80]], "mulliken_charge": [0.2304, 0.7737, -0.4747, -0.6573, -0.5057, -0.6642, -0.7294, -0.8216, 2.0522, -0.7090, -0.3597, 0.1575, -0.7261, -0.7496, 1.8142, 0.5578, -0.5289, 1.0064, -1.0518, -0.5026, -0.2554, -1.4871, 0.1350, 0.8827, -0.3131, -0.7772, 0.4322, 0.5593, -0.8302, -0.6727, -1.9681, -0.3267, 0.2848, -0.0697, -0.7576, -0.7331, -0.5681, 0.2805, -0.4714, 0.9031, -0.9209, -0.3304, -0.8513, -0.0447, -0.9229, -0.7486, -1.6940, 0.5970, -0.9258, -0.8422, 0.4519, 0.3973, 0.5536, 0.3193, 0.3013, -0.0477, 0.4270, 0.5019, 0.4012, 0.4962, 0.4739, 0.3307, 0.2966, 0.3274, 0.4583, 0.3029, 0.5807, 0.3398, 0.4311, -0.4070, 0.2687, 0.4288, 0.3750, 0.3639, 0.4204, 0.7106, 0.4137, 0.4006, 0.3825, 0.4318, 0.0866, 0.2952, 0.2992, 0.5117], "charge": -2, "multiplicity": 1, "gap_ev": 5.45}

For each record above, in turn, the calculated energy above the lowest of the compared OMol25 structures with the same formula, charge and spin values are 0.1397 0.0000 0.3772 eV.
For each record above, in turn, the calculated E_tot values are -87980.3992 -119859.0919 -134438.5314 eV.